1.
Molecular formula: C7H14
Method: DFT, wB97M-V/def2-TZVPD

Energy relative to the best compared isomer or geometry (same formula, charge and spin): 81.5 kcal per mole
HOMO-LUMO gap: 9.8 eV

Last column: natural (NBO) charge in e.
Geometry (Å):
C (-0.5985, 1.6924, 0.3175)  -0.594
C (-0.6026, 0.1920, 0.0034)  -0.113
C (-1.5218, -0.1033, -1.1987)  -0.590
C (-1.0858, -0.6253, 1.2105)  -0.594
C (0.7641, -0.2586, -0.4011)  0.064
C (1.9650, -0.0090, -0.8990)  -0.211
C (1.5278, -1.4335, -0.9419)  -0.432
H (0.0744, 1.9165, 1.1525)  0.216
H (-0.2745, 2.2819, -0.5481)  0.213
H (-1.6046, 2.0285, 0.5976)  0.208
H (-2.5450, 0.2087, -0.9590)  0.210
H (-1.1944, 0.4483, -2.0875)  0.213
H (-1.5369, -1.1729, -1.4370)  0.214
H (-0.4795, -0.4257, 2.1028)  0.212
H (-2.1153, -0.3443, 1.4708)  0.209
H (-1.0533, -1.7009, 1.0033)  0.216
H (1.9958, 0.0068, 1.9477)  -0.005
H (2.5719, 0.7802, -1.3128)  0.222
H (2.5551, 0.5746, 2.1411)  0.003
H (1.9886, -2.1781, -0.2849)  0.175
H (1.1696, -1.8782, -1.8771)  0.167

2.
Molecular formula: C12H16N2O4
Method: DFT, wB97M-V/def2-TZVPD

Energy relative to the best compared isomer or geometry (same formula, charge and spin): 4.2 kcal per mole
HOMO-LUMO gap: 8.9 eV
SMILES string: C[C@H](N)C(=O)N[C@@H](Cc1ccc(O)cc1)C(=O)O

Last column: natural (NBO) charge in e.
Geometry (Å):
C (-2.1515, -1.9293, -0.5473)  -0.132
C (-1.4871, -0.8594, 0.3256)  0.700
C (-3.6596, -1.6519, -0.5421)  -0.619
C (-0.7176, 1.4618, 0.3718)  -0.173
C (-1.7980, 2.5417, 0.3605)  0.788
C (0.5964, 2.0616, -0.1294)  -0.413
C (1.8116, 1.1491, -0.0300)  -0.074
C (2.9538, 1.4600, -0.7740)  -0.179
C (1.8694, 0.0298, 0.8032)  -0.136
C (4.1096, 0.7025, -0.6996)  -0.266
C (3.0188, -0.7561, 0.8752)  -0.313
C (4.1283, -0.4170, 0.1458)  0.304
H (-1.7926, -3.1317, 1.0287)  0.383
H (-2.4562, -3.9305, -0.3035)  0.356
H (-1.7851, -1.8334, -1.5789)  0.183
H (-4.1998, -2.3898, -1.1770)  0.209
H (-3.8879, -0.6658, -0.9412)  0.215
H (-4.0261, -1.7500, 0.4785)  0.218
H (-1.2735, 0.3511, -1.3181)  0.403
H (-0.6040, 1.1911, 1.4129)  0.266
H (0.8188, 2.9775, 0.4328)  0.248
H (0.4718, 2.3701, -1.1801)  0.207
H (2.9289, 2.3308, -1.4344)  0.207
H (1.0238, -0.2810, 1.4129)  0.218
H (4.9959, 0.9225, -1.2855)  0.226
H (3.0552, -1.6314, 1.5300)  0.210
H (5.1948, -1.8591, 0.7981)  0.477
H (-3.5877, 2.8739, -0.0662)  0.502
N (-1.7758, -3.2242, -0.0017)  -0.830
N (-1.1119, 0.2686, -0.3239)  -0.604
O (-1.3574, -1.0112, 1.5293)  -0.645
O (-1.6234, 3.6585, 0.7657)  -0.588
O (5.2934, -1.1397, 0.1775)  -0.668
O (-2.9755, 2.1110, -0.1157)  -0.681

3.
Molecular formula: C30H68N8O8P2
Method: DFT, wB97M-V/def2-TZVPD

Energy relative to the best compared isomer or geometry (same formula, charge and spin): 192.6 kcal per mole
HOMO-LUMO gap: 6.9 eV
SMILES string: CCCN[C@H]1[C@@](C)(CCC)OC(=O)[C@]1(CCCCCOC(C)=O)ON=O.CN(C)P(=O)(N(C)C)N(C)C.CN(C)P(=O)(N(C)C)N(C)C

Last column: Löwdin charge in e.
Geometry (Å):
C (-1.3865, -7.2888, 2.0489)  -0.127
C (-0.8623, -6.3638, 0.8221)  -0.231
C (-1.7538, -5.0368, 0.6589)  -0.221
N (-0.9875, -3.7654, 0.5714)  -0.014
C (-0.2199, -3.6433, -0.6922)  -0.163
C (-0.9763, -3.6682, -2.1062)  -0.348
C (-0.9561, -5.1475, -2.7650)  -0.005
C (-2.2571, -2.7466, -2.3497)  -0.104
C (-3.6402, -3.3252, -1.7795)  -0.226
C (-3.9136, -2.6210, -0.3608)  -0.129
O (0.0318, -2.9965, -2.9631)  -0.030
C (0.7022, -1.9571, -2.2758)  -0.329
O (1.0640, -0.8377, -2.6557)  0.100
C (0.9120, -2.4836, -0.7455)  -0.232
C (0.6656, -1.1497, 0.0924)  -0.086
C (0.7087, -1.3333, 1.6833)  -0.183
C (1.4900, -0.0885, 2.3703)  -0.188
C (1.5874, -0.3412, 3.9678)  -0.152
C (2.6969, -1.4783, 4.2804)  -0.177
O (2.0763, -2.8047, 4.3453)  -0.096
C (3.0857, -3.8174, 4.2808)  -0.420
C (3.8726, -4.1097, 2.9188)  0.000
O (3.3796, -4.4502, 5.3097)  0.071
O (2.2501, -3.0706, -0.5771)  -0.039
N (2.8226, -3.2678, -1.8088)  -0.010
O (3.7013, -4.0572, -1.6750)  0.067
H (-0.8399, -8.2853, 1.9623)  0.073
H (-2.4927, -7.4897, 1.8811)  0.074
H (-1.2129, -6.7461, 3.0321)  0.077
H (-1.0515, -7.0007, -0.1209)  0.101
H (0.2474, -6.1420, 0.9358)  0.105
H (-2.3990, -4.9611, 1.6116)  0.126
H (-2.4808, -5.2168, -0.1941)  0.095
H (-0.2874, -3.8168, 1.3254)  0.104
H (0.4580, -4.5788, -0.7765)  0.139
H (0.0963, -5.5920, -2.6259)  0.102
H (-1.7693, -5.8218, -2.3507)  0.078
H (-1.0461, -4.9730, -3.9000)  0.103
H (-2.0735, -1.6934, -1.9629)  0.126
H (-2.3887, -2.6687, -3.4922)  0.133
H (-4.4697, -2.9610, -2.4896)  0.107
H (-3.7142, -4.4599, -1.7693)  0.090
H (-4.5891, -1.7093, -0.5529)  0.070
H (-2.9519, -2.1755, 0.0890)  0.064
H (-4.3621, -3.3344, 0.4030)  0.070
H (-0.2930, -0.5959, -0.2055)  0.134
H (1.5338, -0.4403, -0.1730)  0.111
H (1.1751, -2.3073, 2.0395)  0.098
H (-0.3625, -1.2769, 2.0619)  0.112
H (0.9950, 0.9115, 2.1191)  0.113
H (2.5421, -0.0369, 1.9074)  0.112
H (1.8539, 0.6001, 4.5476)  0.108
H (0.5428, -0.6541, 4.3386)  0.122
H (3.4655, -1.3947, 3.4312)  0.122
H (3.2456, -1.2929, 5.2654)  0.135
H (3.6878, -3.2868, 2.1375)  0.076
H (3.5979, -5.1415, 2.4965)  0.099
H (4.9762, -4.1628, 3.1948)  0.095
O (3.7084, 2.8089, -0.1702)  -0.310
P (3.7985, 3.2933, -1.6298)  0.759
N (4.5224, 1.8617, -2.2006)  -0.366
C (5.9137, 1.4858, -2.2535)  -0.130
C (3.6583, 0.6849, -2.2282)  -0.133
N (4.8885, 4.5740, -1.2531)  -0.333
C (6.2837, 4.6542, -1.6242)  -0.140
C (4.7219, 5.1917, 0.0666)  -0.149
N (3.8059, 3.8850, -3.2923)  -0.303
C (4.3725, 3.2834, -4.4833)  -0.113
C (3.4327, 5.2808, -3.5056)  -0.142
H (6.1020, 0.9086, -3.1654)  0.082
H (6.2152, 0.8773, -1.3895)  0.089
H (6.6014, 2.3193, -2.3279)  0.045
H (2.8922, 0.8018, -3.0012)  0.066
H (3.1570, 0.5328, -1.2681)  0.050
H (4.2043, -0.2338, -2.4590)  0.084
H (6.9085, 4.0005, -1.0058)  0.085
H (6.6639, 5.6757, -1.4971)  0.082
H (6.4409, 4.4321, -2.6796)  0.066
H (5.2039, 4.6002, 0.8506)  0.078
H (3.6642, 5.2997, 0.3147)  0.069
H (5.1489, 6.1993, 0.0879)  0.077
H (5.4631, 3.3620, -4.4975)  0.080
H (4.0016, 3.7699, -5.3923)  0.081
H (4.0848, 2.2373, -4.5986)  0.080
H (4.3197, 5.9163, -3.6005)  0.083
H (2.8253, 5.6578, -2.6818)  0.072
H (2.8289, 5.3997, -4.4127)  0.077
O (-4.5477, 0.8396, 0.6539)  -0.307
P (-4.7015, 2.1531, 1.4417)  0.760
N (-6.2039, 2.5513, 0.7439)  -0.372
C (-6.4974, 3.2630, -0.4759)  -0.131
C (-7.3305, 1.7158, 1.1480)  -0.133
N (-3.3302, 2.8864, 0.6995)  -0.328
C (-3.3444, 3.9850, -0.2408)  -0.138
C (-2.2333, 1.9805, 0.3404)  -0.150
N (-4.8449, 3.6093, 2.4280)  -0.303
C (-5.8542, 4.6495, 2.3967)  -0.114
C (-3.6792, 3.9976, 3.2180)  -0.140
H (-7.3877, 3.8849, -0.3313)  0.082
H (-6.6813, 2.5854, -1.3210)  0.090
H (-5.7342, 3.9697, -0.7777)  0.045
H (-7.5812, 1.9075, 2.1978)  0.072
H (-7.1014, 0.6516, 1.0382)  0.069
H (-8.2327, 1.9163, 0.5642)  0.080
H (-3.6567, 3.6627, -1.2400)  0.085
H (-2.3442, 4.4246, -0.3434)  0.083
H (-3.9725, 4.8083, 0.0996)  0.066
H (-2.4280, 1.4704, -0.6082)  0.077
H (-2.0825, 1.2259, 1.1155)  0.064
H (-1.2869, 2.5227, 0.2484)  0.080
H (-5.7358, 5.3032, 1.5282)  0.081
H (-5.8021, 5.2841, 3.2883)  0.081
H (-6.8681, 4.2467, 2.4092)  0.078
H (-3.0968, 4.7717, 2.7073)  0.084
H (-3.0272, 3.1438, 3.4064)  0.073
H (-3.9724, 4.3837, 4.2010)  0.077

4.
Molecular formula: C4H4N2O
Method: DFT, wB97M-V/def2-TZVPD

Energy relative to the best compared isomer or geometry (same formula, charge and spin): 53.5 kcal per mole
HOMO-LUMO gap: 8.5 eV
SMILES string: C=C1N=CNC1=O

Last column: natural (NBO) charge in e.
Geometry (Å):
C (2.0758, -0.2757, 0.1942)  -0.278
C (0.8089, -0.2458, -0.0391)  -0.012
C (-1.2093, -1.2002, 0.0344)  0.273
C (-0.2439, 0.8195, -0.0005)  0.624
H (2.8476, 0.5826, 0.1512)  0.211
H (2.6715, -1.0463, 0.1183)  0.196
H (-2.0717, -1.7581, 0.2358)  0.208
H (-2.1325, 0.5535, 0.4952)  0.410
N (0.0935, -1.4078, -0.2785)  -0.481
N (-1.3388, 0.0931, 0.1234)  -0.600
O (-0.1483, 2.0356, -0.1311)  -0.551

Molar mass in g mol⁻¹, matching the order above: 98.19 252.27 730.87 96.09
HOMO in Eh, matching the order above: -0.325 -0.311 -0.283 -0.328